# 1
{"formula": "C9H17F5O2P", "method": "ωB97M-V/def2-TZVPD", "species": ["C", "P", "C", "C", "C", "C", "F", "F", "C", "F", "F", "F", "C", "C", "C", "O", "O", "H", "H", "H", "H", "H", "H", "H", "H", "H", "H", "H", "H", "H", "H", "H", "H", "H"], "coordinates": [[-0.80358, -1.19044, 2.22151], [-0.23248, -1.09881, 0.36395], [0.58009, -0.98692, -1.37292], [2.16602, -1.19443, -1.37335], [2.96435, -0.23384, -0.37767], [2.86429, 1.31648, -0.71394], [4.20372, 1.80676, -0.89306], [2.21258, 1.59370, -1.94857], [2.22445, 2.23172, 0.43179], [2.85628, 3.50681, 0.33333], [2.49169, 1.79444, 1.73201], [0.85614, 2.51117, 0.23035], [-1.70158, 0.03869, -0.11214], [-3.15074, -0.57820, 0.16648], [-4.21545, 0.56813, -0.21624], [-5.10613, 0.44366, -1.06981], [-4.06074, 1.80702, 0.49908], [-1.32833, -0.18336, 2.41366], [-1.53003, -2.05745, 2.34376], [0.11173, -1.29512, 2.88980], [-1.05954, -2.23682, 0.00055], [0.89737, -1.95183, 0.76020], [0.49810, 0.11786, 0.75449], [0.13811, -1.86107, -1.98462], [0.32779, -0.04491, -1.95790], [2.34498, -2.27286, -1.01487], [2.63099, -1.15843, -2.42497], [4.08619, -0.47518, -0.31848], [2.56639, -0.46492, 0.67437], [-1.58134, 1.01066, 0.49356], [-1.69600, 0.37666, -1.20999], [-3.36069, -0.83513, 1.25181], [-3.34826, -1.52859, -0.44152], [-3.84639, 2.52454, -0.13066]], "atomic_forces_ev_per_a": [[-0.7, 0.6, 0.2], [0.3, 0.4, 0.7], [0.7, -0.5, -1.9], [0.1, -0.6, -0.1], [-0.1, -0.4, 0.4], [0.7, -0.7, -0.7], [-2.2, -0.6, 0.3], [1.1, -0.3, 2.5], [-0.4, 2.4, 0.2], [-1.3, -2.2, 0.4], [-0.9, 0.7, -2.9], [3.2, -1.0, 0.8], [-1.4, 1.4, -0.1], [-0.7, 1.1, -0.1], [-1.0, -0.9, -1.4], [2.5, 0.6, 2.3], [0.3, -1.3, -1.0], [0.6, -1.5, 0.2], [0.8, 1.0, 0.2], [-1.2, 0.1, -0.8], [0.0, -0.5, -0.1], [0.2, -0.2, -0.1], [0.3, 0.0, 0.0], [0.6, 1.2, 0.7], [0.3, -1.0, 0.8], [-0.1, 1.6, -0.3], [-0.8, 0.2, 1.4], [-1.6, 0.4, -0.4], [0.4, 0.7, -1.6], [-0.3, -1.4, -0.8], [0.1, -0.6, 1.3], [0.6, 0.4, -1.1], [0.1, 1.6, 0.7], [-0.4, -0.7, 0.3]], "gap_ev": 7.0608, "charge": -1, "homo_energy_ev": -3.850, "energy_ev": -36577.0799}

=====

# 2
{"formula": "C9H17FNSi", "method": "ωB97M-V/def2-TZVPD", "species": ["C", "C", "C", "C", "C", "C", "C", "C", "C", "N", "F", "Si", "H", "H", "H", "H", "H", "H", "H", "H", "H", "H", "H", "H", "H", "H", "H", "H", "H"], "coordinates": [[3.31497, -3.46429, 0.49699], [3.11358, -3.19917, -0.84875], [2.75506, -2.65436, 1.46517], [2.27928, -2.21631, -1.23117], [2.00819, -1.53135, 1.09485], [1.80819, -1.38254, -0.27488], [-3.00845, 0.18267, -0.57672], [-0.69167, 2.04518, -1.55459], [-2.80529, 3.22827, 0.75341], [-0.67312, 1.24194, 1.17887], [0.92998, -0.16674, -0.74070], [-2.01171, 1.85206, -0.20613], [3.82295, -4.37116, 0.86689], [3.64456, -3.71096, -1.62618], [2.91847, -2.88759, 2.48396], [2.18185, -1.88493, -2.26525], [1.74975, -0.91499, 1.94331], [-2.54825, -0.34609, -1.40235], [-3.30110, -0.59561, 0.07225], [-3.90706, 0.68826, -0.87213], [-0.62238, 3.12132, -1.91403], [0.29094, 1.61281, -1.17007], [-0.81115, 1.40268, -2.52158], [-2.47831, 4.24285, 0.42685], [-3.95354, 3.15924, 0.51261], [-2.77759, 3.19425, 1.86695], [-0.99460, 0.48815, 1.79953], [-0.16530, 1.99136, 1.71193], [-0.06826, 0.87502, 0.53097]], "atomic_forces_ev_per_a": [[0.1, -1.2, 0.6], [1.1, -1.4, 0.5], [-0.2, 0.3, -1.4], [-0.5, 2.5, -1.6], [0.4, -0.4, -0.3], [-2.3, 2.8, 1.4], [1.3, 2.3, -0.2], [0.3, 0.1, -1.6], [-2.4, 0.7, -0.6], [-2.0, 1.9, 1.9], [2.1, -3.0, 1.1], [1.0, -2.7, 0.8], [0.1, 0.7, -0.6], [0.1, -0.6, -0.1], [0.1, 0.0, 0.9], [-0.2, -0.4, 0.2], [-0.6, 0.5, -0.6], [0.1, 0.4, -0.5], [-0.1, -0.4, 1.6], [-0.9, -0.2, -0.7], [0.3, -1.3, 0.6], [-1.2, 1.3, -0.5], [-0.4, 1.1, 1.8], [-0.2, -0.7, 0.2], [2.0, 0.3, 0.3], [0.3, -0.3, -0.8], [0.2, 0.5, -0.2], [-0.8, -1.0, -0.5], [2.5, -1.7, -1.6]], "gap_ev": 9.8813, "charge": 1, "de_lowest_kcal_mol": 0.0, "homo_energy_ev": -12.644, "energy_ev": -21687.4573}

=====

# 3
{"formula": "C9H17LiO6P", "method": "ωB97M-V/def2-TZVPD", "species": ["C", "C", "O", "P", "O", "C", "C", "C", "C", "O", "C", "O", "O", "O", "C", "C", "H", "H", "H", "H", "H", "H", "H", "H", "H", "H", "H", "H", "H", "H", "H", "H", "H", "Li"], "coordinates": [[2.47538, 2.92593, 0.30515], [1.39548, 2.23447, -0.69757], [0.32918, 1.72222, 0.15450], [-0.76988, 0.74735, -0.76109], [-1.44770, 1.74092, -1.75174], [0.11494, -0.53588, -1.83408], [0.66664, -1.83005, -1.03890], [1.04355, -1.58315, 0.50072], [2.29834, -0.66908, 0.88757], [3.29946, -1.37840, 1.69710], [2.70444, -2.68844, 1.83746], [3.07256, -3.53295, 2.69797], [1.64950, -2.89065, 0.86313], [-1.84901, 0.08253, 0.38181], [-3.13108, -0.23397, -0.19519], [-4.20056, -0.18870, 1.05515], [3.12780, 3.69657, -0.23163], [1.85826, 3.51770, 1.08655], [3.07247, 2.15047, 0.90770], [1.97344, 1.40070, -1.24061], [1.00736, 3.03529, -1.43480], [-0.66874, -0.93212, -2.59224], [0.96420, -0.09519, -2.47680], [-0.09980, -2.69422, -1.14570], [1.61268, -2.21210, -1.59130], [0.10939, -1.57649, 1.18177], [2.90510, -0.16810, 0.04351], [1.95442, 0.15682, 1.62204], [-3.51812, 0.52892, -0.96761], [-3.19987, -1.29157, -0.65146], [-5.17532, -0.67848, 0.69576], [-4.41451, 0.94550, 1.21922], [-3.76981, -0.64719, 2.01334], [-5.39017, 0.94135, -0.53971]], "atomic_forces_ev_per_a": [[-1.3, 0.3, 0.6], [2.3, 1.3, 0.2], [-1.7, -2.9, -1.6], [0.0, 4.9, -2.5], [0.9, -3.2, 2.8], [0.0, -1.7, 0.1], [0.4, 0.1, -0.5], [1.3, -2.6, -0.1], [0.1, 3.1, 0.8], [-3.5, -3.3, -1.0], [1.4, -2.2, 2.4], [-1.9, 4.1, -4.6], [1.8, 0.9, 2.2], [0.7, 0.6, -2.4], [-2.0, -1.0, 1.4], [0.6, 1.1, -1.3], [-0.8, -1.4, 0.6], [1.0, -0.9, -1.3], [-0.7, 1.2, -1.2], [-1.2, 1.2, 0.6], [0.4, -1.6, 1.2], [1.1, 1.0, 1.3], [-1.6, -0.2, 1.3], [1.2, 1.5, 0.6], [-1.5, 0.7, 1.1], [1.5, 0.9, -1.1], [-1.4, -1.0, 1.0], [0.4, -1.1, -1.6], [1.4, -0.8, 0.6], [0.6, 1.7, 0.6], [1.2, 0.1, 0.9], [0.4, -1.7, 0.4], [-0.9, 0.7, -1.6], [0.1, 0.1, 0.1]], "gap_ev": 7.9408, "charge": 1, "de_lowest_kcal_mol": 100.4, "homo_energy_ev": -12.927, "energy_ev": -31379.3438}